*w*
12
Properties=species:S:1:pos:R:3 method="wB97M-V/def2-TZVPD" total_charge=+1 gap_ev=10.65 smiles="N[C@H]1NC=[NH+]O1"
C 1.39 -0.67 -0.12
C -0.70 0.19 0.42
N 0.16 -0.96 0.20
N 1.55 0.62 -0.35
N -1.82 0.32 -0.36
O 0.38 1.21 0.16
H 2.16 -1.45 -0.26
H -0.99 0.23 1.51
H -0.10 -1.83 0.62
H 2.40 1.25 -0.39
H -2.68 0.77 -0.12
H -1.76 0.32 -1.32

---

*x*
12
Properties=species:S:1:pos:R:3 method="wB97M-V/def2-TZVPD" total_charge=+1 gap_ev="8.13 / 9.48"
C 0.24 -0.41 1.13
C -0.10 -0.53 -1.25
N 1.84 -2.13 1.16
N 1.32 -1.17 0.63
N -0.06 0.42 -0.08
O 2.50 -3.05 0.94
H -0.65 -0.92 1.41
H 0.46 0.35 1.85
H -0.01 -0.04 -2.26
H -0.72 -1.38 -0.97
H -0.98 0.93 -0.22
H 0.73 1.18 -0.26

---

Quick one: least stable of them? *x*

---

*w*
9
Properties=species:S:1:pos:R:3 method="wB97M-V/def2-TZVPD" gap_ev=7.96 smiles="FS/C=C/C=S"
C -0.15 -0.67 0.37
C 0.25 0.16 -0.59
C -0.64 -0.10 1.54
F 1.33 1.34 -2.89
S -1.05 -1.06 2.77
S 0.63 -0.15 -2.72
H -0.14 -1.76 0.51
H 0.36 1.26 -0.56
H -0.58 0.99 1.56

---

*x*
9
Properties=species:S:1:pos:R:3 method="wB97M-V/def2-TZVPD" gap_ev=7.76 smiles="FC(C=S)C=S"
C 0.31 -0.24 -0.21
C -0.85 -1.07 0.08
C 0.37 1.18 0.02
H 1.31 -0.46 0.43
H -1.39 -1.61 -0.76
H 0.55 1.72 -1.04
F 0.46 -0.59 -1.51
S -1.47 -1.06 1.64
S 0.71 2.14 1.35

---

Quick one: least stable of them? *w*

---

*w*
17
Properties=species:S:1:pos:R:3 method="wB97M-V/def2-TZVPD" gap_ev=11.68 smiles=C.O.O.O.O
C -1.44 1.32 0.68
H -2.21 1.52 1.42
H -0.53 1.23 1.30
H -1.42 2.11 -0.07
H -1.53 0.30 0.26
H -0.19 -1.45 1.45
H 0.93 -2.15 0.64
O 0.76 -1.43 1.27
H 1.04 1.07 -2.24
H 1.78 0.05 -1.40
O 1.15 0.12 -2.15
H -2.13 -1.64 -0.85
H -0.71 -1.09 -1.41
O -1.20 -1.50 -0.68
H 1.23 0.11 0.50
H 2.56 0.61 0.99
O 1.91 0.79 0.30

---

*x*
17
Properties=species:S:1:pos:R:3 method="wB97M-V/def2-TZVPD" gap_ev=11.64 smiles=C.O.O.O.O
C -2.03 1.60 -0.78
H -1.20 2.24 -1.10
H -2.52 1.75 0.19
H -2.90 1.64 -1.43
H -1.37 0.72 -0.67
H 1.69 -0.30 -1.81
H 0.08 -0.93 -0.98
O 0.98 -0.77 -1.39
H 1.48 -0.28 1.68
H -0.19 0.23 1.90
O 0.52 -0.42 1.88
H -0.44 -1.17 0.89
H -0.73 -2.61 0.23
O -1.03 -1.69 0.25
H 2.16 -0.50 -0.36
H 2.92 0.52 1.09
O 2.56 -0.04 0.42

---

Quick one: least stable of them? *x*